No. 1
Density functional theory data (ωB97M-V/def2-TZVPD) for a molecular structure, C21H38B2N2O6PS3W.

The spin multiplicity is 2. For the LUMO energy (alpha / beta), the calculation gives -0.45 / -0.14 eV. The value obtained for the HOMO energy (alpha / beta) is -7.04 / -7.40 eV. For the frontier orbital gap (alpha / beta), the calculation gives 0.2421 / 0.2669 hartree. Its energy above the lowest of the compared OMol25 structures with the same formula, charge and spin is 11.88 kcal per mole. The expectation value of S² is 0.760.

Element x y z (Å)
W 2.053 0.394 1.480
C 7.816 -1.800 -1.284
C 7.046 -0.794 -0.466
O 5.630 -1.059 -0.655
P 4.566 0.067 -0.310
S 2.701 -0.656 -0.602
S 4.624 0.798 1.533
O 4.861 1.252 -1.328
C 4.639 1.052 -2.748
C 3.559 1.998 -3.216
H 8.885 -1.644 -1.142
H 7.588 -1.693 -2.344
H 7.569 -2.815 -0.974
H 7.260 0.230 -0.780
H 7.260 -0.885 0.599
H 4.358 0.013 -2.933
H 5.593 1.244 -3.239
H 2.624 1.788 -2.697
H 3.397 1.875 -4.287
H 3.846 3.031 -3.021
C -2.974 1.569 1.722
C -2.070 1.449 2.942
C -2.860 0.986 4.151
O -1.073 0.444 2.625
B 0.043 1.105 2.162
O -0.062 2.470 2.300
C -1.195 2.717 3.178
C -0.652 2.804 4.599
C -1.847 4.023 2.772
H -3.381 0.584 1.489
H -2.415 1.922 0.855
H -3.804 2.252 1.908
H -3.450 0.109 3.885
H -3.544 1.770 4.482
H -2.201 0.720 4.974
H -0.184 1.864 4.894
H -1.440 3.050 5.312
H 0.104 3.588 4.635
H -2.076 4.036 1.709
H -1.170 4.849 2.989
H -2.770 4.181 3.335
N 0.849 -2.066 2.800
C 2.043 -1.312 2.785
N 3.191 -2.158 2.847
S 2.045 0.110 3.880
H 0.844 -2.814 2.118
H 0.013 -1.502 2.721
H 3.225 -2.772 2.038
H 4.038 -1.605 2.860
C -5.164 -2.659 -1.846
C -4.277 -2.139 -2.987
C -5.179 -1.454 -4.014
C -3.587 -3.326 -3.674
C -3.219 -1.193 -2.417
C -3.105 0.133 -2.825
C -2.145 1.001 -2.298
C -1.297 0.491 -1.346
O -0.290 1.108 -0.648
B 0.240 0.135 0.219
O -0.440 -1.076 0.019
C -1.392 -0.831 -0.933
C -2.335 -1.687 -1.447
H -5.932 -3.327 -2.240
H -5.658 -1.831 -1.335
H -4.586 -3.213 -1.107
H -5.916 -2.169 -4.384
H -4.609 -1.091 -4.871
H -5.721 -0.614 -3.577
H -4.332 -4.016 -4.075
H -2.954 -3.879 -2.979
H -2.960 -2.981 -4.498
H -3.780 0.524 -3.572
H -2.074 2.031 -2.619
H -2.386 -2.710 -1.099

No. 2
Density functional theory data (ωB97M-V/def2-TZVPD) for a molecular structure, C21H38ClI2N2O3P2S.

For the LUMO energy, the calculation gives -3.60 eV. The value obtained for the HOMO energy is -10.55 eV. For the frontier orbital gap, the calculation gives 0.2555 hartree. As for the net charge: +1. Its energy above the lowest of the compared OMol25 structures with the same formula, charge and spin is 352.98 kcal per mole.

Element x y z (Å)
C 4.707 3.774 2.487
C 3.902 2.484 1.859
C 4.824 1.392 0.990
C 4.018 0.084 0.411
C 2.381 -0.156 0.662
C 1.765 -1.543 0.044
C 1.894 -1.694 -1.587
C 2.647 -2.791 0.722
C 1.439 0.948 1.491
O -0.005 0.784 1.734
C -0.820 1.468 0.719
N -2.055 0.674 0.271
C -3.203 1.644 0.252
C -3.817 2.094 1.692
C -5.441 2.474 1.573
Cl -5.854 3.473 0.067
C -2.294 -0.574 1.147
C -3.616 -1.445 0.680
P -5.152 -1.175 1.835
C -5.993 -2.926 1.936
O -4.668 -0.848 3.475
N -3.948 -1.333 -0.797
I -4.800 -3.074 -1.541
C -2.600 -1.247 -1.491
I -2.875 -1.572 -3.651
C -1.710 0.075 -1.108
P -1.697 1.325 -2.540
S -0.173 1.065 -3.785
C 2.281 2.269 2.077
H 4.198 4.778 2.155
H 4.708 3.659 3.674
H 5.847 3.692 2.171
H 5.973 1.517 0.793
H 4.642 -0.718 -0.194
H 0.651 -1.765 0.323
H 0.788 -1.669 -2.035
H 2.607 -0.910 -2.091
H 2.303 -2.776 -1.853
H 2.698 -2.519 1.883
H 2.111 -3.834 0.586
H 3.750 -2.775 0.329
H -1.110 2.529 1.186
H -0.089 1.725 -0.177
H -4.116 1.273 -0.423
H -2.849 2.658 -0.272
H -3.296 3.129 1.979
H -3.631 1.379 2.592
H -5.693 3.169 2.511
H -6.137 1.537 1.660
H -2.299 -0.317 2.303
H -1.367 -1.314 1.007
H -3.316 -2.588 0.854
H -6.015 -3.245 3.085
H -7.084 -2.936 1.513
H -5.278 -3.730 1.420
H -5.040 0.032 3.785
H -1.979 -2.190 -1.104
H -0.587 -0.310 -0.984
H -2.965 1.468 -3.242
H -1.448 2.645 -1.942
H 1.647 3.042 2.695
C 6.415 -0.424 -3.531
C 5.938 -1.833 -3.816
O 4.520 -1.882 -3.776
H 6.065 -0.090 -2.549
H 7.508 -0.370 -3.553
H 6.013 0.278 -4.269
H 6.325 -2.527 -3.064
H 6.274 -2.169 -4.802
H 4.186 -1.268 -4.453

No. 3
Density functional theory data (ωB97M-V/def2-TZVPD) for a molecular structure, C21H38CoNO3P2.

The spin multiplicity is 5. For the LUMO energy (alpha / beta), the calculation gives 0.11 / 0.06 eV. The value obtained for the HOMO energy (alpha / beta) is -3.67 / -5.34 eV. For the frontier orbital gap (alpha / beta), the calculation gives 0.1389 / 0.1985 hartree. The expectation value of S² is 6.049.

Element x y z (Å)
C -0.765 2.388 -3.513
C -0.819 1.544 -2.407
N 0.240 1.504 -1.550
C 1.394 2.140 -1.881
C 1.467 2.968 -2.984
C 0.372 3.110 -3.820
C -2.231 0.957 -2.210
P -3.083 -0.624 -1.721
Co 0.422 0.720 0.324
P 3.035 0.857 0.242
C 2.658 2.105 -1.034
C -0.067 -1.176 0.881
C -0.566 -1.372 2.159
C -0.706 -2.679 2.663
C -0.353 -3.773 1.861
C 0.077 -3.561 0.547
C 0.172 -2.249 0.039
O -1.876 -2.887 -6.317
O 0.255 -1.169 -3.247
H -1.652 2.484 -4.128
H 2.402 3.492 -3.175
H 0.416 3.751 -4.693
C -3.153 -0.728 0.080
C -4.830 -0.301 -2.123
H 3.515 2.061 -1.726
H 2.747 3.076 -0.512
H -2.632 0.950 -3.199
H -2.803 1.727 -1.653
C 4.629 1.236 0.959
C 3.124 -0.737 -0.570
H -0.878 -0.518 2.765
H -1.094 -2.828 3.676
H -0.434 -4.787 2.260
H 0.336 -4.403 -0.101
H 0.427 -2.082 -1.010
H -2.842 -1.800 -2.509
H -0.020 -1.783 -3.953
H -2.474 -3.505 -6.730
H -1.737 -2.195 -6.986
H 1.204 -0.961 -3.490
H -4.174 -0.545 0.425
H -2.848 -1.728 0.396
H -2.493 0.021 0.526
H -5.145 0.657 -1.696
H -4.958 -0.285 -3.208
H -5.425 -1.120 -1.702
H 4.174 -0.947 -0.809
H 2.754 -1.520 0.101
H 2.534 -0.749 -1.497
H 5.426 1.089 0.218
H 4.641 2.278 1.305
H 4.810 0.574 1.818
C 1.471 -0.153 4.556
C 0.348 0.781 4.686
C -0.848 0.386 5.443
C 0.486 2.151 4.183
O 1.977 0.959 1.382
H 1.144 -1.195 4.656
H 2.243 0.021 5.324
H 1.965 -0.043 3.580
H -0.635 0.265 6.516
H -1.638 1.140 5.342
H -1.253 -0.577 5.098
H 1.122 2.193 3.286
H -0.495 2.574 3.925
H 0.940 2.823 4.930

No. 4
Density functional theory data (ωB97M-V/def2-TZVPD) for 3 unconnected molecules or ions with the total composition C21H38F5N3O4.

The spin multiplicity is 3. For the LUMO energy (alpha / beta), the calculation gives 0.56 / 0.14 eV. The value obtained for the HOMO energy (alpha / beta) is -8.29 / -9.27 eV. For the frontier orbital gap (alpha / beta), the calculation gives 0.3251 / 0.3460 hartree. Its energy above the lowest of the compared OMol25 structures with the same formula, charge and spin is 7.30 kcal per mole. The expectation value of S² is 2.008.

Element x y z (Å)
N -1.440 5.754 0.376
C -1.003 6.509 -0.676
O -1.404 7.590 -0.981
O -0.086 5.790 -1.415
C 0.865 6.516 -2.082
F 1.711 5.602 -2.583
F 0.368 7.218 -3.101
C 1.688 7.469 -1.150
F 2.967 7.509 -1.558
F 1.192 8.711 -1.190
F 1.659 7.022 0.110
H -0.676 5.216 0.762
H -1.840 6.365 1.066
C -3.618 -0.146 -1.683
C -3.017 1.235 -1.362
C -1.631 1.373 -1.990
C -0.570 0.539 -1.273
C -0.533 0.890 0.211
C -1.894 0.762 0.892
N -2.952 1.471 0.110
O -2.918 2.737 0.354
C -2.244 -0.729 1.081
C -1.825 1.352 2.296
C -3.966 2.246 -1.996
H -3.639 -0.287 -2.764
H -3.060 -0.985 -1.279
H -4.642 -0.215 -1.316
H -1.327 2.425 -1.965
H -1.685 1.090 -3.043
H -0.766 -0.528 -1.411
H 0.409 0.728 -1.717
H 0.189 0.249 0.722
H -0.166 1.917 0.318
H -3.303 -0.857 1.308
H -1.676 -1.140 1.916
H -1.992 -1.349 0.223
H -1.482 2.385 2.294
H -1.122 0.775 2.895
H -2.800 1.316 2.785
H -4.946 2.216 -1.520
H -4.091 2.005 -3.051
H -3.587 3.264 -1.933
C 1.064 -5.390 -0.296
C 1.972 -4.159 -0.469
C 3.431 -4.529 -0.207
C 3.726 -4.769 1.272
C 3.316 -3.552 2.097
C 1.859 -3.142 1.881
N 1.546 -3.040 0.422
O 1.962 -1.913 -0.047
C 0.921 -4.144 2.586
C 1.603 -1.792 2.541
C 1.808 -3.738 -1.925
H 1.410 -6.189 -0.952
H 1.054 -5.807 0.706
H 0.036 -5.153 -0.571
H 4.077 -3.723 -0.567
H 3.685 -5.416 -0.790
H 3.209 -5.666 1.621
H 4.792 -4.959 1.405
H 3.473 -3.749 3.160
H 3.969 -2.714 1.835
H -0.104 -4.036 2.228
H 0.917 -3.956 3.658
H 1.223 -5.182 2.470
H 2.288 -1.023 2.189
H 1.739 -1.885 3.617
H 0.582 -1.454 2.355
H 0.789 -3.404 -2.124
H 2.018 -4.590 -2.570
H 2.489 -2.937 -2.203

DFT total energy, record by record: -82639.04743; -89629.61119; -86224.82816; -48639.14248 eV